one) Molecular formula: C5H10O2S
Method: DFT, ωB97M-V/def2-TZVPD

Last columns: bonded neighbours and bond lengths (Å).
Positions of all 18 atoms, in Å:
1 C -2.2188 -0.2528 -0.2130  C2 1.550, H6 1.109, H7 1.098, H8 1.119
2 C -0.8704 0.2108 0.3949  C1 1.550, C3 1.543, H9 1.071, O17 1.448
3 C -0.0434 1.0940 -0.5631  C2 1.543, H10 1.117, H11 1.067, O16 1.430
4 C 2.1089 0.8405 0.5828  H12 1.105, H13 1.109, O16 1.399, S18 1.841
5 C 0.6996 -1.6358 -0.0354  H14 1.081, H15 1.137, O17 1.436, S18 1.820
6 H -2.0516 -0.8405 -1.1381  C1 1.109
7 H -2.8332 0.6179 -0.4795  C1 1.098
8 H -2.8066 -0.8547 0.5255  C1 1.119
9 H -1.0668 0.7528 1.2971  C2 1.071
10 H 0.2289 0.5280 -1.4865  C3 1.117
11 H -0.6162 1.9249 -0.9084  C3 1.067
12 H 3.0939 1.2980 0.3782  C4 1.105
13 H 2.0433 0.6678 1.6766  C4 1.109
14 H 0.1908 -1.7038 -0.9866  C5 1.081
15 H 0.8392 -2.6991 0.3412  C5 1.137
16 O 1.1140 1.6684 0.0507  C3 1.430, C4 1.399
17 O -0.0655 -0.8754 0.9126  C2 1.448, C5 1.436
18 S 2.2536 -0.7411 -0.3490  C4 1.841, C5 1.820

Values from the calculation:
charge: 0
E_HOMO: -0.324 hartree
HOMO-LUMO gap: 9.66 eV
SMILES: C[C@@H]1COCSCO1

Atomic partial charges in e from the Mulliken method, atoms 1 to 8: -1.309, 0.494, -0.772, -0.294, -0.277, 0.282, 0.396, 0.324

two) Molecular formula: C5H10O2S
Method: DFT, ωB97M-V/def2-TZVPD

Last columns: bonded neighbours and bond lengths (Å).
Positions of all 18 atoms, in Å:
1 C -2.9998 -0.1495 0.7539  C2 1.582, H6 1.079, H7 1.164, H8 1.099
2 C -2.4385 -0.2920 -0.7187  C1 1.582, H9 1.100, H10 1.169, O16 1.490
3 C -0.1417 0.1116 -0.2835  O16 1.360, O17 1.303, S18 1.623
4 C 2.1797 0.4533 0.0624  C5 1.540, H11 1.128, H12 1.151, O17 1.446
5 C 3.4528 -0.4092 -0.0149  C4 1.540, H13 1.113, H14 1.082, H15 1.114
6 H -2.8413 -1.0326 1.3534  C1 1.079
7 H -4.1530 0.0084 0.7755  C1 1.164
8 H -2.4912 0.7068 1.2195  C1 1.099
9 H -2.9150 -1.0983 -1.2960  C2 1.100
10 H -2.3377 0.7450 -1.2481  C2 1.169
11 H 2.0296 1.2946 -0.6737  C4 1.128
12 H 1.9300 1.0189 1.0328  C4 1.151
13 H 3.1807 -1.2860 0.6148  C5 1.113
14 H 3.6681 -0.7479 -1.0199  C5 1.082
15 H 4.2894 0.2179 0.3698  C5 1.114
16 O -1.0594 -0.8416 -0.5958  C2 1.490, C3 1.360
17 O 1.0314 -0.4153 -0.0726  C3 1.303, C4 1.446
18 S -0.3841 1.7161 -0.2590  C3 1.623

Values from the calculation:
charge: 0
E_HOMO: -0.322 hartree
HOMO-LUMO gap: 9.65 eV
SMILES: CCOC(=S)OCC

Atomic partial charges in e from the Mulliken method, atoms 1 to 8: -0.859, -0.315, 0.587, -0.363, -1.034, 0.299, 0.306, 0.272

It is two) that is most stable; the runner-up trails by 0.317 eV.

one) Molecular formula: C3H11NOS
Method: DFT, ωB97M-V/def2-TZVPD

Last columns: bonded neighbours and bond lengths (Å).
Positions of all 17 atoms, in Å:
1 C -0.6493 -0.0083 -2.3335  N2 1.510, H6 1.072, H7 1.144, H8 1.095
2 N -0.2709 0.4482 -0.9450  C1 1.510, C3 1.426, H9 1.015
3 C -0.2272 -0.6469 -0.0329  N2 1.426, C4 1.523, H10 1.098, H11 1.121
4 C 0.2921 -0.3655 1.3706  C3 1.523, S5 1.938, H12 1.081, H13 1.154
5 S 0.4703 -1.7710 2.6925  C4 1.938, H14 1.340
6 H 0.0519 0.2003 -3.1172  C1 1.072
7 H -0.6804 -1.1523 -2.3282  C1 1.144
8 H -1.6959 0.2975 -2.4356  C1 1.095
9 H 0.6093 0.9521 -0.9739  N2 1.015
10 H 0.2891 -1.5459 -0.3941  C3 1.098
11 H -1.2760 -0.9771 0.1838  C3 1.121
12 H -0.0595 0.5426 1.8397  C4 1.081
13 H 1.3866 -0.1246 1.0936  C4 1.154
14 H -0.4433 -2.5313 3.3106  S5 1.340
15 H -0.5038 2.9170 -2.7076  O17 0.965
16 H -0.3691 4.2998 -3.2140  O17 0.964
17 O 0.1556 3.6184 -2.7783  H15 0.965, H16 0.964

Values from the calculation:
charge: 0
E_HOMO: -0.336 hartree
HOMO-LUMO gap: 9.80 eV
SMILES: CNCCS.O

Atomic partial charges in e from the Mulliken method, atoms 1 to 8: -0.961, -0.286, -0.443, -0.690, -0.311, 0.343, 0.359, 0.282

two) Molecular formula: C3H11NOS
Method: DFT, ωB97M-V/def2-TZVPD

Last columns: bonded neighbours and bond lengths (Å).
Positions of all 17 atoms, in Å:
1 C -0.2535 0.3288 -0.5522  C2 1.521, N4 1.458, H5 1.089, H6 1.095
2 C -0.9984 1.1255 -1.6117  C1 1.521, S3 1.816, H7 1.089, H8 1.082
3 S 0.0920 1.2397 -3.0596  C2 1.816, H9 1.337
4 N -0.9841 0.1623 0.6983  C1 1.458, H11 1.012, H12 1.009
5 H 0.7111 0.7858 -0.3363  C1 1.089
6 H -0.0301 -0.6758 -0.9250  C1 1.095
7 H -1.2991 2.1020 -1.2348  C2 1.089
8 H -1.8911 0.5887 -1.9036  C2 1.082
9 H -0.5540 2.1715 -3.7682  S3 1.337
10 H -0.1912 -0.8448 1.4982  O14 1.019
11 H -1.8989 -0.2574 0.5936  N4 1.012
12 H -1.0588 0.9963 1.2617  N4 1.009
13 C 1.7179 -1.5299 1.8678  O14 1.399, H15 1.094, H16 1.097, H17 1.094
14 O 0.3303 -1.5300 2.0429  H10 1.019, C13 1.399
15 H 2.0722 -2.5644 1.9108  C13 1.094
16 H 2.0273 -1.1704 0.8792  C13 1.097
17 H 2.2084 -0.9279 2.6390  C13 1.094

Values from the calculation:
charge: 0
E_HOMO: -0.337 hartree
HOMO-LUMO gap: 9.86 eV
SMILES: NCCS.CO

Atomic partial charges in e from the Mulliken method, atoms 1 to 8: -0.793, -0.488, -0.244, -0.600, 0.412, 0.365, 0.364, 0.339

three) Molecular formula: C3H11NOS
Method: DFT, ωB97M-V/def2-TZVPD

Last columns: bonded neighbours and bond lengths (Å).
Positions of all 17 atoms, in Å:
1 C 0.4162 -0.8130 0.9681  C2 1.608, N5 1.554, H6 1.026, H7 1.008
2 C 0.8068 0.1199 -0.2814  C1 1.608, C3 1.534, H8 1.078, H9 1.064
3 C 0.2913 -0.4184 -1.6224  C2 1.534, S4 1.818, H10 1.070, H11 1.039
4 S 0.7743 0.4668 -3.1351  C3 1.818, H12 1.441
5 N 0.6957 -0.2510 2.3901  C1 1.554, H13 1.028, H14 1.012
6 H 0.7509 -1.7818 0.9140  C1 1.026
7 H -0.5887 -0.8853 0.9515  C1 1.008
8 H 0.3326 1.0713 -0.1015  C2 1.078
9 H 1.8649 0.1661 -0.3792  C2 1.064
10 H -0.7767 -0.4058 -1.6792  C3 1.070
11 H 0.5564 -1.4061 -1.8062  C3 1.039
12 H -0.4551 0.7371 -3.8364  S4 1.441
13 H 1.6614 -0.4793 2.6580  N5 1.028
14 H 0.1239 -0.7925 3.0261  N5 1.012
15 H -3.2921 0.9020 4.5669  O17 0.884
16 H -3.1183 0.7602 3.1166  O17 0.936
17 O -2.9255 0.3840 3.9519  H15 0.884, H16 0.936

Values from the calculation:
charge: 0
E_HOMO: -0.331 hartree
HOMO-LUMO gap: 9.82 eV
SMILES: NCCCS.O

Atomic partial charges in e from the Mulliken method, atoms 1 to 8: -0.829, -0.327, -0.760, -0.271, -0.628, 0.414, 0.445, 0.210

It is two) that is most stable; the runner-up trails by 0.578 eV.

one) Molecular formula: C3H11NOS
Method: DFT, ωB97M-V/def2-TZVPD

Last columns: bonded neighbours and bond lengths (Å).
Positions of all 17 atoms, in Å:
1 C 0.0197 0.1884 -2.1561  N2 1.471, H6 1.112, H7 1.094, H8 1.102
2 N 0.0701 0.0738 -0.6901  C1 1.471, C3 1.482, H9 1.014
3 C -0.4920 1.1743 0.1275  N2 1.482, C4 1.538, H10 1.088, H11 1.102
4 C 0.0305 0.8695 1.5418  C3 1.538, S5 1.840, H12 1.083, H13 1.087
5 S -1.1766 -0.2614 2.3473  C4 1.840, H14 1.318
6 H -0.4315 1.1553 -2.4683  C1 1.112
7 H -0.4809 -0.6447 -2.6585  C1 1.094
8 H 1.0529 0.2498 -2.5334  C1 1.102
9 H -0.5488 -0.7137 -0.5337  N2 1.014
10 H -0.1934 2.0918 -0.3764  C3 1.088
11 H -1.5902 1.2653 0.1483  C3 1.102
12 H 0.8615 0.1843 1.4304  C4 1.083
13 H 0.2387 1.7029 2.2082  C4 1.087
14 H -0.2450 -1.0278 2.8776  S5 1.318
15 H 1.6223 -1.7841 -0.0070  O17 0.958
16 H 0.2446 -2.0268 0.5374  O17 0.964
17 O 1.0180 -2.4972 0.2048  H15 0.958, H16 0.964

Values from the calculation:
charge: 0
E_HOMO: -0.340 hartree
HOMO-LUMO gap: 10.11 eV
SMILES: CNCCS.O

Atomic partial charges in e from the Mulliken method, atoms 1 to 8: -0.969, -0.237, -0.728, -0.521, -0.246, 0.296, 0.320, 0.272

two) Molecular formula: C3H11NOS
Method: DFT, ωB97M-V/def2-TZVPD

Last columns: bonded neighbours and bond lengths (Å).
Positions of all 17 atoms, in Å:
1 C -0.1258 -3.0000 -1.2468  S2 1.773, H4 1.124, H5 1.147, H6 1.141
2 S -0.6163 -1.4982 -2.0516  C1 1.773, C3 1.847
3 C -1.9194 -0.9893 -0.8462  S2 1.847, H7 1.162, H8 1.085, H9 1.147
4 H 0.9497 -3.0402 -0.9228  C1 1.124
5 H -0.3849 -4.0023 -1.7401  C1 1.147
6 H -0.6558 -3.0039 -0.2364  C1 1.141
7 H -2.4547 -1.9205 -0.4035  C3 1.162
8 H -1.4571 -0.3967 -0.0633  C3 1.085
9 H -2.8011 -0.4120 -1.2984  C3 1.147
10 N 2.0522 1.7296 1.2119  C11 1.485, H13 1.053, H14 1.017
11 C 0.7629 2.3933 1.5329  N10 1.485, O12 1.382, H15 1.057, H16 1.185
12 O 0.1589 3.0084 0.4523  C11 1.382, H17 0.923
13 H 2.1617 1.0457 0.4186  N10 1.053
14 H 2.8004 2.3897 1.4073  N10 1.017
15 H 0.0304 1.6881 1.8217  C11 1.057
16 H 0.9394 3.2849 2.2933  C11 1.185
17 H 0.5593 2.7234 -0.3288  O12 0.923

Values from the calculation:
charge: 0
E_HOMO: -0.320 hartree
HOMO-LUMO gap: 9.50 eV
SMILES: CSC.NCO

Atomic partial charges in e from the Mulliken method, atoms 1 to 8: -0.705, -0.084, -0.763, 0.284, 0.270, 0.202, 0.288, 0.217

It is one) that is most stable; the runner-up trails by 0.642 eV.